Arrangement i

Density functional theory data (the ωB97M-V functional and the def2-TZVPD basis) for a single C3H5P molecule.

The geometry in ORCA input format:
```
! wB97M-V def2-TZVPD RIJCOSX def2/J DEFGRID3
* xyz 0 3
P 2.19 0.07 0.00
C -0.63 -0.96 -0.07
H -0.93 -1.46 0.83
H -0.78 -1.52 -1.03
H -1.17 0.91 1.06
H 2.44 1.37 -0.08
C 0.55 -0.04 0.10
H -0.88 1.08 -0.88
C -0.79 0.55 0.07
*
```

Frontier orbital gap (spin up / spin down) in eV: 7.37 / 6.99
E_HOMO (spin up / spin down) in eV: -6.236 / -9.295
LUMO energy (spin up / spin down) in Eh: 0.0417 / -0.0846

Atom charges from the Mulliken analysis, given in e for atoms 1 to 5: number 1, P, carries -0.250; number 2, C, carries -0.411; number 3, H, carries 0.219; number 4, H, carries 0.231; number 5, H, carries 0.224

***

Arrangement ii

Density functional theory data (the ωB97M-V functional and the def2-TZVPD basis) for a single C3H5P molecule.

The geometry in ORCA input format:
```
! wB97M-V def2-TZVPD RIJCOSX def2/J DEFGRID3
* xyz 0 3
H 1.96 0.35 1.18
P 0.76 0.86 0.33
C -0.84 -0.98 -0.50
C -1.53 -1.72 0.14
C -0.12 0.17 -0.92
H 0.07 1.55 1.20
H -2.18 -2.45 0.56
H 1.27 2.01 -0.16
H 0.62 0.21 -1.83
*
```

Frontier orbital gap (spin up / spin down) in eV: 5.25 / 8.72
E_HOMO (spin up / spin down) in eV: -4.301 / -10.706
LUMO energy (spin up / spin down) in Eh: 0.0348 / -0.0730

Atom charges from the Mulliken analysis, given in e for atoms 1 to 5: number 1, H, carries 0.039; number 2, P, carries -0.153; number 3, C, carries -0.229; number 4, C, carries 0.167; number 5, C, carries -0.647

***

Relative calculated energies, zero for the most stable structure, unit hartree: arrangement i 0.0000; arrangement ii 0.0935.